{
  "formula": "C19H28NO2P2Zr",
  "method": "ωB97M-V/def2-TZVPD",
  "elements": ["Zr", "P", "C", "C", "N", "C", "C", "C", "C", "C", "P", "H", "H", "H", "H", "H", "H", "H", "H", "O", "H", "H", "O", "H", "C", "H", "H", "H", "C", "H", "H", "H", "C", "H", "H", "H", "C", "H", "H", "H", "C", "C", "C", "C", "C", "C", "C", "C", "H", "H", "H", "H", "H"],
  "positions_angstrom": [[-0.970027, 0.182685, 1.233960], [1.362365, 1.112787, 1.140664], [2.318740, -0.238615, 1.984444], [1.833519, -1.624862, 1.614901], [0.577936, -1.741882, 1.123706], [0.190144, -2.923687, 0.578517], [0.956263, -4.074379, 0.718407], [2.225154, -3.979303, 1.281701], [2.637710, -2.749220, 1.791223], [-1.079431, -2.927155, -0.239325], [-1.379465, -1.220621, -0.901508], [3.602998, -2.616143, 2.284568], [0.533872, -5.015024, 0.359733], [2.886508, -4.847242, 1.296706], [-1.030620, -3.642665, -1.077174], [-1.951515, -3.209311, 0.373556], [3.290940, -0.074305, 1.691961], [2.267489, -0.070960, 3.075751], [4.601995, -0.258038, -3.935842], [4.751343, 0.093328, -3.089676], [5.687897, -0.089682, -2.912935], [-1.120842, 3.236123, -2.759305], [-0.077317, 1.831438, -3.066578], [-0.020247, 2.279256, -3.935502], [-0.175744, -1.184807, -2.251121], [-0.446595, -1.979772, -2.959710], [-0.165562, -0.210305, -2.757067], [0.838968, -1.368639, -1.872630], [-3.002813, -1.451654, -1.657639], [-3.183708, -0.664000, -2.399291], [-3.062075, -2.446618, -2.122729], [-3.757990, -1.375045, -0.863801], [1.837054, 2.509850, 2.192955], [2.527594, 3.154766, 1.636775], [0.937760, 3.068346, 2.469963], [2.318464, 2.121819, 3.100068], [2.269456, 1.387208, -0.402343], [1.528061, 1.410360, -1.209375], [2.767683, 2.365859, -0.371287], [3.010164, 0.599977, -0.600495], [-0.790178, 2.447785, -2.119545], [-0.901371, 2.011212, -0.850906], [-1.978638, 2.057470, 0.137442], [-1.638776, 2.345903, 1.513351], [-2.610956, 1.987618, 2.539233], [-3.951891, 1.903087, 2.150004], [-4.298388, 1.757758, 0.805182], [-3.321299, 1.719999, -0.189910], [-0.854251, 3.086988, 1.690068], [-2.347372, 2.068580, 3.607364], [-4.748822, 1.981188, 2.896600], [-5.345185, 1.682204, 0.511699], [-3.549002, 1.580340, -1.254808]],
  "atomic_forces_ev_per_a": [[-0.56, -0.90, -1.58], [2.18, 0.30, 0.50], [-2.85, -0.53, 1.03], [0.26, -0.42, 0.71], [-0.18, 1.06, -0.77], [-0.13, -0.57, 0.28], [-0.23, 0.23, -0.33], [-0.13, -0.02, 0.32], [0.26, 0.48, -0.32], [-0.33, 0.30, 0.60], [0.15, -1.51, -0.77], [-0.20, -0.16, -0.35], [0.40, 0.25, -0.07], [-0.23, 0.22, 0.22], [0.05, 0.27, 0.33], [0.19, -0.07, -0.12], [2.46, 0.13, -0.56], [0.00, -0.16, -0.36], [-0.29, -0.70, -1.87], [0.56, 0.55, 2.04], [-0.34, 0.15, -0.09], [-1.68, 1.93, 1.75], [1.58, -1.79, -0.21], [-0.15, 0.03, 0.76], [0.28, 0.35, -0.18], [0.07, 0.17, 0.15], [-0.09, -0.41, 0.13], [-0.24, -0.02, -0.03], [-0.37, 0.40, 0.12], [-0.05, -0.27, 0.08], [0.04, 0.37, 0.04], [0.01, -0.11, -0.32], [-0.35, 0.31, 0.29], [-0.20, -0.08, 0.31], [0.47, 0.16, 0.13], [-0.12, 0.33, -0.21], [-0.36, -0.12, -0.85], [0.48, -0.05, -0.01], [-0.11, -0.34, 0.06], [-0.20, 0.20, 0.04], [0.56, -0.99, -1.28], [-2.27, -0.27, 1.48], [1.79, 1.90, -1.08], [-0.68, -0.14, 0.13], [0.11, 1.36, -0.24], [0.57, -0.62, 1.24], [0.17, -0.14, -1.61], [-0.41, -0.24, 0.30], [-0.09, -0.58, 0.22], [-0.20, 0.18, -0.62], [0.34, -0.39, -0.14], [0.19, 0.03, 0.14], [-0.12, -0.05, 0.57]],
  "mulliken_charge": [0.48, 1.29, -1.34, 0.32, 0.01, 0.40, -0.73, -0.56, -0.74, -1.18, 1.21, 0.53, 0.52, 0.48, 0.62, 0.42, 0.73, 0.55, 0.31, -0.61, 0.32, 0.54, -0.47, 0.36, -1.26, 0.45, 0.24, 0.41, -1.26, 0.37, 0.49, 0.39, -1.34, 0.44, 0.34, 0.44, -1.05, -0.08, 0.51, 0.45, -0.20, 0.07, -0.53, 0.10, -0.91, -0.57, -0.76, -0.21, 0.81, 0.58, 0.49, 0.50, 0.65],
  "orbital_gap_ev": [6.325, 6.326],
  "charge": 3,
  "total_energy_ev": -45570.923,
  "spin_multiplicity": 1,
  "lumo_energy_ev": [-11.395, -11.394]
}

***

{
  "formula": "C13H32N4O6SSi4V",
  "method": "ωB97M-V/def2-TZVPD",
  "elements": ["V", "O", "S", "O", "O", "O", "N", "C", "C", "O", "O", "H", "H", "H", "H", "H", "N", "C", "N", "C", "N", "C", "Si", "C", "C", "Si", "Si", "C", "C", "C", "Si", "C", "C", "C", "H", "H", "H", "H", "H", "H", "H", "H", "H", "H", "H", "H", "H", "H", "H", "H", "H", "H", "H", "H", "H", "H", "H", "H", "H", "H", "H"],
  "positions_angstrom": [[0.780519, -1.702521, 1.203853], [-0.384331, -5.459970, 1.158491], [-0.366681, -4.084196, 1.529249], [-1.701687, -3.855085, 2.337566], [0.735397, -3.641810, 2.407831], [-0.425798, -3.126071, 0.375912], [-1.116613, -1.256602, 3.232206], [-0.120733, -1.153927, 4.310774], [1.186792, -0.451022, 3.926197], [1.822154, 0.098118, 4.812387], [1.524934, -0.526570, 2.678024], [-1.651614, -2.963391, 2.785476], [-0.625339, -1.223701, 2.334830], [-1.681861, -0.416798, 3.180191], [0.159024, -2.158452, 4.627297], [-0.549307, -0.632391, 5.162038], [2.290959, -1.919654, 0.060046], [3.143950, -2.197309, -0.686161], [4.178910, -2.426087, -1.398360], [4.351657, -2.617064, -2.676999], [4.623862, -2.803339, -3.793170], [0.613391, -1.439827, -3.234215], [-0.715603, -0.463091, -2.328074], [-1.263665, 0.894066, -3.522902], [-2.206512, -1.614728, -2.198772], [0.055450, 0.142810, -0.226042], [1.564805, 1.850821, -0.662277], [2.137906, 2.570931, 0.984793], [0.990973, 3.332028, -1.687580], [3.114255, 1.231107, -1.531883], [-1.756769, 1.371519, 0.547005], [-1.338865, 2.148289, 2.232703], [-3.221713, 0.195847, 0.837107], [-2.522024, 2.811382, -0.415636], [0.221293, -1.919016, -4.138226], [1.002929, -2.225005, -2.577833], [1.460968, -0.808625, -3.520277], [-1.574555, 0.446076, -4.474690], [-0.452819, 1.603325, -3.724144], [-2.106790, 1.464720, -3.116668], [-2.389047, -2.125726, -3.151700], [-3.113455, -1.065576, -1.921566], [-2.027984, -2.373279, -1.430001], [1.384351, 3.248770, 1.404390], [3.078886, 3.125785, 0.879327], [2.290612, 1.763252, 1.709611], [0.144961, 3.842983, -1.214083], [0.669723, 3.023481, -2.688904], [1.813251, 4.050559, -1.794136], [3.545045, 0.391568, -0.980275], [3.869897, 2.022255, -1.600577], [2.895113, 0.873347, -2.543956], [-0.554465, 1.591476, 2.757948], [-2.216118, 2.225626, 2.887969], [-0.944744, 3.160475, 2.080453], [-2.886727, -0.833093, 1.008782], [-3.857559, 0.174211, -0.055336], [-3.844363, 0.502941, 1.687118], [-1.782161, 3.598677, -0.595264], [-3.360064, 3.246128, 0.143147], [-2.891999, 2.481351, -1.393015]],
  "atomic_forces_ev_per_a": [[0.64, 0.02, 1.16], [0.02, -0.08, -0.06], [0.00, -0.40, -0.03], [-0.06, 0.04, 0.21], [-0.38, 0.04, -0.37], [-0.21, -0.34, 0.54], [0.03, -0.60, 0.37], [-0.16, 0.05, -0.18], [0.16, -0.02, -0.60], [0.17, 0.08, 0.15], [-0.43, -0.09, 0.40], [-0.06, 0.08, -0.05], [-0.86, 0.85, 0.04], [-0.02, 0.01, 0.03], [0.00, -0.09, 0.04], [-0.05, 0.01, 0.05], [1.26, -0.30, -1.18], [0.06, 0.31, -0.41], [0.57, -0.41, 0.22], [-0.34, 0.21, -0.01], [0.01, -0.03, 0.08], [0.16, -0.11, 0.00], [0.04, -0.18, -0.04], [-0.03, 0.27, -0.10], [-0.14, -0.12, 0.12], [-0.37, 0.60, -0.42], [0.16, 0.00, 0.12], [0.03, 0.04, 0.21], [-0.19, 0.15, -0.16], [0.09, -0.15, -0.09], [-0.05, -0.02, 0.16], [0.13, 0.06, 0.16], [-0.13, -0.17, 0.03], [-0.02, 0.15, -0.21], [0.02, 0.04, 0.01], [-0.03, 0.04, -0.07], [-0.05, -0.06, 0.01], [0.00, 0.04, 0.03], [-0.13, -0.13, -0.03], [0.10, -0.07, -0.10], [-0.01, 0.05, 0.03], [0.06, -0.05, -0.04], [-0.02, 0.04, -0.08], [0.08, -0.06, -0.03], [-0.08, 0.00, -0.01], [0.02, 0.08, -0.05], [0.17, -0.03, -0.08], [0.08, 0.10, 0.13], [-0.05, -0.02, 0.00], [0.02, 0.07, -0.04], [-0.03, -0.02, -0.02], [0.04, 0.04, 0.07], [-0.08, 0.05, -0.04], [0.03, 0.03, -0.04], [-0.05, -0.08, 0.04], [-0.04, 0.07, 0.01], [0.02, -0.01, 0.08], [0.01, 0.01, -0.07], [-0.16, -0.06, 0.04], [0.03, -0.02, -0.03], [0.00, 0.07, 0.14]],
  "lowdin_spin": [0.97, 0.00, 0.00, 0.00, 0.01, 0.01, -0.01, 0.00, 0.00, 0.01, 0.02, 0.00, -0.01, 0.00, 0.00, 0.00, 0.00, 0.00, 0.00, 0.00, 0.00, 0.00, 0.00, 0.00, 0.00, 0.01, 0.00, 0.00, 0.00, 0.00, -0.01, 0.00, 0.00, 0.00, 0.00, 0.00, 0.00, 0.00, 0.00, 0.00, 0.00, 0.00, 0.00, 0.00, 0.00, 0.00, 0.00, 0.00, 0.00, 0.00, 0.00, 0.00, 0.00, 0.00, 0.00, 0.00, 0.00, 0.00, 0.00, 0.00, 0.00],
  "orbital_gap_ev": [5.866, 5.247],
  "charge": -2,
  "total_energy_ev": -100284.480,
  "s2": 0.795,
  "spin_multiplicity": 2,
  "relative_energy_kcal_mol": 14.0,
  "lumo_energy_ev": [4.703, 4.703]
}